The following is a quantum chemistry calculation of 9 unconnected molecules or ions with the total composition C56H74ClN10O at a distorted geometry, from OMol25.

```
142
Properties=species:S:1:pos:R:3:forces:R:3
C 4.245 -2.621 -0.722 -0.226 -0.231 -0.196
C 2.771 -2.235 -0.671 0.251 0.039 -0.313
C 1.897 -3.233 -1.469 0.300 0.617 0.423
C 2.558 -0.781 -1.134 -0.725 -0.481 0.587
C 1.583 -0.026 -0.205 0.960 0.649 0.065
C 2.401 0.851 0.779 -0.191 -0.266 -0.682
C 0.727 0.929 -1.024 0.416 -0.337 0.635
O -0.309 0.278 -1.756 0.010 0.406 -0.259
C -1.568 0.315 -1.185 -0.665 -0.375 0.194
C -2.651 0.340 -2.251 0.371 -0.020 0.290
C -3.988 0.620 -1.576 0.007 -0.238 -1.005
N -4.054 0.083 -0.182 -0.549 -0.107 -0.444
C -5.486 0.013 0.326 -0.078 0.738 1.792
N -5.572 0.399 1.732 0.793 0.145 -0.729
C -3.307 -1.223 -0.046 0.616 0.048 -0.107
C -3.899 -2.315 -0.925 -0.118 -0.102 -0.053
C -3.027 -3.562 -1.042 -0.348 0.140 0.299
C -2.738 -4.306 0.277 0.249 0.006 -0.911
Cl -3.927 -3.987 1.563 0.035 -0.074 0.301
C -1.824 -0.891 -0.250 0.263 0.588 0.263
H 4.786 -2.171 0.103 0.245 0.152 0.065
H 4.687 -2.308 -1.664 0.134 0.138 -0.152
H 4.361 -3.701 -0.669 0.075 -0.163 0.190
H 2.481 -2.289 0.374 -0.139 -0.019 0.248
H 1.224 -2.695 -2.127 -0.300 -0.014 -0.121
H 2.532 -3.861 -2.080 -0.010 -0.285 -0.167
H 1.319 -3.843 -0.784 -0.145 -0.346 -0.081
H 2.155 -0.781 -2.142 0.034 -0.058 -0.298
H 3.494 -0.237 -1.155 0.260 0.132 -0.106
H 0.991 -0.699 0.410 -0.343 -0.297 -0.280
H 3.409 0.472 0.885 0.178 -0.233 0.265
H 1.926 0.921 1.749 -0.077 0.212 0.241
H 2.494 1.833 0.325 0.085 0.364 0.237
H 1.400 1.400 -1.733 -0.052 0.152 -0.322
H 0.371 1.725 -0.365 -0.559 0.047 -0.118
H -1.721 1.223 -0.588 0.389 0.312 0.036
H -2.664 -0.613 -2.767 0.003 -0.188 -0.193
H -2.429 1.110 -2.981 -0.053 0.138 -0.106
H -4.774 0.146 -2.153 -0.309 -0.134 0.088
H -4.212 1.680 -1.584 0.001 0.222 0.460
H -3.589 0.752 0.432 0.038 -0.021 0.004
H -6.070 0.749 -0.206 -0.133 -0.051 -0.502
H -5.890 -0.983 0.224 0.181 -0.215 -0.409
H -4.836 -0.037 2.285 -0.350 -0.235 0.144
H -5.409 1.401 1.803 -0.275 -0.056 0.203
H -3.434 -1.509 0.989 -0.173 -0.148 0.228
H -4.124 -1.973 -1.930 0.152 0.183 -0.215
H -4.854 -2.620 -0.512 -0.213 -0.062 0.143
H -3.539 -4.234 -1.718 -0.131 -0.152 -0.142
H -2.090 -3.317 -1.529 0.219 -0.146 -0.058
H -2.782 -5.366 0.084 -0.027 -0.283 0.074
H -1.727 -4.102 0.608 -0.040 0.259 0.501
H -1.403 -0.639 0.721 0.141 -0.073 0.183
H -1.243 -1.727 -0.616 -0.082 -0.231 -0.156
N 1.615 4.311 -0.005 -0.136 0.139 0.041
C 2.081 5.205 0.866 0.103 -0.118 0.015
C 1.656 6.524 0.916 -0.025 0.003 -0.041
C 0.695 6.943 0.009 -0.014 0.040 0.020
C 0.195 6.027 -0.902 0.013 0.023 0.076
C 0.685 4.732 -0.860 0.005 -0.200 -0.113
H 2.835 4.839 1.554 0.000 0.050 0.021
H 2.071 7.206 1.645 0.016 -0.012 0.009
H 0.341 7.966 0.014 0.007 0.001 -0.001
H -0.557 6.309 -1.626 0.011 -0.012 -0.017
H 0.320 3.979 -1.553 -0.025 0.070 -0.055
N 5.836 0.568 -2.301 0.024 0.015 -0.040
C 6.893 -0.241 -2.342 -0.071 -0.047 0.127
C 7.930 -0.109 -3.251 0.002 0.021 -0.031
C 7.863 0.918 -4.178 0.028 0.013 -0.027
C 6.769 1.768 -4.153 0.024 -0.022 0.005
C 5.788 1.552 -3.197 -0.085 0.006 0.071
H 6.902 -1.032 -1.600 0.065 -0.028 -0.037
H 8.767 -0.794 -3.233 -0.007 -0.012 0.019
H 8.651 1.056 -4.906 0.000 0.001 0.001
H 6.677 2.583 -4.857 -0.015 0.009 0.008
H 4.918 2.196 -3.140 0.023 0.030 -0.041
N -3.598 0.756 7.387 -0.027 -0.071 -0.103
C -4.387 -0.316 7.347 0.019 0.076 0.113
C -4.580 -1.089 6.211 -0.037 -0.017 -0.033
C -3.917 -0.721 5.053 -0.002 0.003 -0.103
C -3.092 0.392 5.076 -0.064 -0.044 -0.058
C -2.967 1.093 6.266 0.034 0.104 0.102
H -4.887 -0.564 8.276 -0.018 -0.046 -0.024
H -5.231 -1.951 6.236 -0.006 0.003 0.013
H -4.039 -1.304 4.145 0.025 -0.067 0.033
H -2.551 0.712 4.194 0.050 0.009 0.032
H -2.329 1.967 6.331 0.011 -0.008 -0.053
N 9.409 -1.317 2.065 -0.025 0.072 -0.004
C 9.937 -0.442 2.918 0.043 -0.098 0.012
C 9.574 0.896 2.972 -0.005 -0.033 -0.025
C 8.610 1.353 2.088 -0.116 0.100 -0.016
C 8.050 0.456 1.192 0.014 -0.032 -0.001
C 8.482 -0.862 1.225 0.016 -0.084 -0.012
H 10.689 -0.840 3.590 0.003 0.047 0.022
H 10.034 1.563 3.689 -0.006 -0.004 0.012
H 8.303 2.391 2.100 0.045 0.011 0.034
H 7.293 0.769 0.484 0.000 -0.014 -0.011
H 8.068 -1.599 0.544 -0.026 0.031 -0.017
N -8.300 -4.665 3.762 -0.028 0.094 0.008
C -7.386 -3.762 3.415 0.049 -0.045 -0.018
C -7.537 -2.397 3.608 0.023 -0.033 -0.005
C -8.707 -1.941 4.195 -0.013 0.064 0.012
C -9.670 -2.866 4.562 0.029 0.019 -0.013
C -9.417 -4.210 4.325 0.002 -0.120 -0.007
H -6.486 -4.163 2.959 0.029 0.029 -0.008
H -6.758 -1.707 3.309 -0.022 0.000 -0.002
H -8.865 -0.884 4.364 0.003 -0.002 0.003
H -10.597 -2.556 5.023 -0.008 -0.021 0.007
H -10.143 -4.967 4.600 -0.034 0.041 0.017
N -7.743 3.256 -3.715 -0.056 -0.038 0.029
C -9.032 3.330 -4.041 0.059 0.088 -0.056
C -9.977 2.386 -3.663 0.034 -0.026 0.027
C -9.564 1.306 -2.902 -0.066 -0.001 0.024
C -8.226 1.219 -2.550 0.008 -0.052 0.005
C -7.366 2.214 -2.983 0.099 0.039 -0.010
H -9.314 4.189 -4.639 -0.054 -0.017 0.005
H -11.011 2.498 -3.959 0.002 0.016 -0.016
H -10.269 0.548 -2.588 0.001 0.002 -0.004
H -7.858 0.389 -1.960 -0.017 -0.018 -0.008
H -6.308 2.178 -2.738 -0.009 -0.023 0.018
N -1.119 -5.433 -3.200 -0.084 -0.013 -0.045
C -1.905 -6.505 -3.296 0.027 0.074 0.099
C -2.086 -7.226 -4.465 -0.003 -0.001 -0.012
C -1.414 -6.811 -5.603 0.003 -0.019 -0.049
C -0.592 -5.699 -5.524 -0.021 -0.033 0.004
C -0.478 -5.050 -4.304 0.050 0.092 0.119
H -2.414 -6.798 -2.383 -0.019 -0.064 -0.030
H -2.735 -8.091 -4.482 -0.003 -0.001 0.020
H -1.528 -7.347 -6.537 0.000 -0.001 0.002
H -0.048 -5.342 -6.387 0.015 0.014 0.010
H 0.160 -4.179 -4.198 0.018 -0.005 -0.049
N 9.458 4.672 2.401 0.128 0.060 -0.134
C 10.587 4.290 1.803 -0.090 -0.060 0.082
C 11.423 5.154 1.113 0.003 0.012 -0.005
C 11.069 6.490 1.035 0.033 0.038 -0.030
C 9.899 6.906 1.648 0.021 -0.008 -0.007
C 9.135 5.961 2.315 -0.116 -0.071 0.106
H 10.826 3.235 1.883 0.053 0.006 -0.047
H 12.328 4.786 0.650 -0.002 -0.023 0.008
H 11.695 7.197 0.505 0.000 -0.002 0.002
H 9.585 7.940 1.612 -0.018 -0.002 0.015
H 8.215 6.246 2.813 0.008 0.053 -0.020
```
Positions in Å, forces in eV/Å.

Output
energy relative to the best compared isomer or geometry (same formula, charge and spin): 47.61 kJ/mol
molecular weight: 938.73 g mol⁻¹
charge: +1

The following is a quantum chemistry calculation of a gas-phase ion, C5H9N2 (charge +1) at a distorted geometry, from OMol25.

```
16
Properties=species:S:1:pos:R:3:forces:R:3
C 2.320 -0.353 0.017 -0.119 1.718 -0.386
C 0.036 -0.758 -0.233 -5.398 -1.831 -1.441
C 3.724 -0.099 -0.190 0.633 -3.077 -0.528
C -2.292 -1.060 -0.479 -2.958 -0.530 -1.311
C -1.481 0.911 0.779 2.133 1.036 -2.510
N 1.158 -0.224 0.078 3.945 0.231 0.816
N -1.148 -0.262 -0.046 1.054 0.160 -0.524
H 3.966 -0.343 -1.310 -0.360 0.379 2.098
H 4.270 -0.841 0.508 -0.488 1.208 -1.248
H 3.943 0.900 0.064 0.496 1.214 0.257
H -3.270 -0.392 -0.637 2.450 -1.106 0.192
H -2.594 -1.741 0.345 0.387 0.282 -0.478
H -2.139 -1.692 -1.445 0.163 1.383 1.881
H -1.774 1.834 0.271 -0.505 -0.624 -0.603
H -0.574 1.204 1.225 0.947 0.161 1.236
H -2.185 0.563 1.407 -2.380 -0.602 2.550
```
Positions in Å, forces in eV/Å.

Output
energy relative to the best compared isomer or geometry (same formula, charge and spin): 532.30 kJ/mol
molecular weight: 97.14 g mol⁻¹
charge: +1

The following is a quantum chemistry calculation of a gas-phase ion, C10H14NS2 (charge +1) at a distorted geometry, from OMol25.

```
27
Properties=species:S:1:pos:R:3:forces:R:3
C -0.370 2.486 2.015 -1.546 3.361 -0.321
C 0.063 1.100 1.847 2.861 -1.535 0.146
C 0.439 0.740 0.414 2.281 2.704 -0.538
S 2.198 1.833 0.016 -1.900 -1.223 0.984
N -0.536 1.364 -0.594 -1.891 -0.398 2.014
C -1.197 0.221 -1.407 -1.642 1.302 1.113
S -2.987 0.082 -0.761 0.560 0.972 -0.041
C -0.326 -0.917 -1.021 -1.446 -1.035 -2.156
C -0.424 -2.163 -1.612 1.282 -1.014 -0.201
C 0.550 -3.148 -1.331 -0.626 4.057 1.387
C 1.479 -2.803 -0.355 1.888 -1.714 0.841
C 1.489 -1.584 0.363 -0.573 -2.001 0.121
C 0.549 -0.649 -0.024 1.244 0.412 0.714
H 0.442 3.133 1.569 -1.081 -0.332 0.452
H -0.550 2.881 3.050 0.361 -0.883 -0.787
H -1.391 2.755 1.490 1.827 -0.523 0.841
H -0.595 0.321 2.089 -1.500 -0.826 0.920
H 1.003 0.890 2.474 -1.274 0.298 -0.823
H 2.111 1.669 -1.293 0.071 -0.246 -0.554
H -0.024 2.159 -0.938 0.109 0.272 -1.381
H -1.310 1.793 -0.017 0.829 -0.412 -0.655
H -1.583 0.533 -2.382 1.855 -0.195 -0.392
H -2.876 -1.176 -0.469 0.052 -1.209 0.484
H -1.137 -2.345 -2.378 -0.618 -0.063 -0.536
H 0.673 -4.005 -1.879 -0.128 -2.042 -1.089
H 2.269 -3.634 -0.167 -1.312 1.835 0.085
H 2.043 -1.535 1.301 0.317 0.437 -0.627
```
Positions in Å, forces in eV/Å.

Output
energy relative to the best compared isomer or geometry (same formula, charge and spin): 161.85 kJ/mol
molecular weight: 212.36 g mol⁻¹
charge: +1

> Which of these has the lowest energy relative to the best compared isomer or geometry (same formula, charge and spin)?

C56H74ClN10O

> What is the charge in the second record?

+1

> Which value of energy relative to the best compared isomer or geometry (same formula, charge and spin) does entry 1 give?

47.61 kJ/mol